(1)
43
Properties=species:S:1:pos:R:3:lowdin_charge:R:1 method="wB97M-V/def2-TZVPD" charge=-1 multiplicity=1 lumo_ha=0.02445
C 4.713 0.418 -0.311 -0.09
O 4.785 1.769 0.213 -0.06
C 3.535 2.411 0.254 -0.45
O 3.501 3.531 0.835 0.03
C 2.188 1.894 -0.400 -0.56
Br 1.559 2.402 -2.224 0.70
C 1.346 1.034 0.363 -0.64
C -0.049 0.443 -0.201 -0.13
Br 1.950 0.518 2.173 0.72
H 4.844 0.413 -1.457 0.11
H 5.647 -0.128 0.088 0.11
H 3.822 -0.190 0.044 0.07
H 0.173 0.064 -1.265 0.07
H -0.413 -0.450 0.409 0.07
H -0.821 1.281 -0.178 0.09
C -3.694 -4.820 0.292 -0.09
O -2.830 -5.026 1.413 0.00
C -1.966 -4.028 1.633 -0.60
O -1.869 -3.013 0.984 0.11
O -1.221 -4.350 2.706 0.00
C -0.253 -3.366 3.055 -0.06
H -4.349 -5.690 0.209 -0.02
H -4.315 -3.935 0.442 0.07
H -3.115 -4.734 -0.631 0.10
H -0.738 -2.422 3.313 0.10
H 0.461 -3.222 2.240 0.09
H 0.291 -3.724 3.929 0.09
C -7.658 -5.728 -0.233 -1.57
Br -6.287 -6.903 -0.948 0.58
Br -7.064 -4.817 1.379 0.54
Br -8.306 -4.488 -1.563 0.58
H -8.501 -6.358 0.050 -0.03
N 3.784 5.821 -0.886 0.01
C 4.466 6.359 -1.944 -0.14
C 3.790 7.480 -2.359 -0.13
C 2.660 7.626 -1.517 -0.12
C 2.685 6.589 -0.616 -0.14
H 4.050 4.986 -0.382 0.10
H 5.371 5.898 -2.309 0.10
H 4.077 8.124 -3.178 0.08
H 1.912 8.404 -1.564 0.09
H 2.016 6.332 0.191 0.11
F -10.179 -6.406 -2.049 -0.89

=====

(2)
42
Properties=species:S:1:pos:R:3:mulliken_spin:R:1 method="wB97M-V/def2-TZVPD" relative_energy_kj_mol=980.5 charge=+3 multiplicity=5 lumo_ha="-0.45433 / -0.48303"
I 2.552 0.961 0.123 0.28
I -2.470 -1.178 -0.187 0.33
Pd -0.032 0.115 -0.024 0.61
P -0.257 0.288 2.365 0.12
C 0.399 -0.983 3.404 0.04
C 0.630 1.763 3.004 0.06
H 0.293 1.959 4.037 0.01
H -1.943 0.935 3.948 0.00
H 0.398 2.628 2.372 0.00
H -2.402 1.363 2.266 0.00
H 1.416 -1.248 3.145 -0.01
H 1.716 1.596 2.987 0.00
C -1.945 0.591 2.901 0.03
H 0.214 -0.881 4.449 0.00
H -2.543 -0.327 2.823 -0.01
H -0.194 -1.989 3.157 0.03
P 0.081 0.111 -2.380 0.04
C 0.794 -1.368 -3.163 0.00
C -1.541 0.325 -3.177 0.02
H 0.731 2.418 -2.510 0.00
H 0.832 1.614 -4.118 0.00
H 2.108 1.341 -2.866 0.00
C 1.035 1.505 -3.039 0.01
H -2.072 1.152 -2.682 0.00
H -1.399 0.569 -4.244 0.01
H 0.805 -1.259 -4.265 0.00
H 0.201 -2.255 -2.893 0.00
H -2.146 -0.591 -3.080 0.00
H 1.825 -1.504 -2.803 0.00
C 0.742 -1.731 0.120 0.26
O 1.243 -2.717 -0.109 -0.04
Cl 2.269 -3.397 2.288 0.10
C 0.475 -3.377 2.104 0.64
C -0.803 -1.890 1.591 0.16
C -1.978 -2.446 2.001 0.52
Cl -2.502 -3.834 1.007 0.14
C -2.194 -3.154 3.399 0.41
Cl -3.784 -3.380 4.007 0.12
C -1.271 -4.231 3.674 0.03
Cl -1.651 -5.405 4.732 0.03
C -0.019 -4.390 2.927 0.02
Cl 0.973 -5.655 3.395 0.03

=====

(3)
36
Properties=species:S:1:pos:R:3:lowdin_charge:R:1 method="wB97M-V/def2-TZVPD" relative_energy_kj_mol=4.0 multiplicity=1 lumo_ha=0.02717
C 1.698 3.109 -0.090 -0.10
O 2.241 1.845 -0.365 -0.22
C 3.639 1.780 -0.174 -0.24
C 4.138 0.379 -0.519 -0.15
C 3.666 -0.675 0.483 -0.17
N 2.236 -0.851 0.422 0.08
C 1.652 -2.030 0.186 -0.47
O 2.236 -3.091 0.092 0.06
C 0.126 -1.959 0.048 -0.09
O -0.340 -0.669 0.370 -0.05
C -1.671 -0.401 0.272 -0.25
C -2.052 0.898 0.609 0.00
C -3.377 1.271 0.540 -0.10
C -4.331 0.350 0.136 -0.63
Cl -5.990 0.843 0.058 0.69
C -3.980 -0.952 -0.203 -0.29
C -5.018 -1.938 -0.635 -0.07
C -2.640 -1.312 -0.129 0.03
H 0.632 3.042 -0.299 0.08
H 2.146 3.881 -0.727 0.09
H 1.851 3.389 0.960 0.09
H 4.133 2.522 -0.821 0.12
H 3.886 2.026 0.871 0.13
H 5.228 0.394 -0.535 0.12
H 3.778 0.116 -1.515 0.12
H 4.118 -1.645 0.262 0.12
H 3.955 -0.374 1.497 0.13
H 1.677 -0.008 0.382 0.12
H -0.122 -2.224 -0.989 0.14
H -0.308 -2.719 0.711 0.14
H -1.294 1.596 0.924 0.11
H -3.676 2.274 0.800 0.11
H -5.761 -2.069 0.150 0.08
H -5.538 -1.573 -1.520 0.08
H -4.570 -2.901 -0.862 0.08
H -2.369 -2.323 -0.391 0.11

=====

(4)
42
Properties=species:S:1:pos:R:3:mulliken_spin:R:1 method="wB97M-V/def2-TZVPD" charge=+2 multiplicity=4 lumo_ha="-0.37839 / -0.39146"
I 2.538 -2.878 -3.144 -0.19
I 2.203 -2.982 1.855 0.20
Cr 0.677 -0.858 -0.035 3.18
P 2.230 0.798 0.057 -0.09
C 3.916 0.112 -0.157 0.00
C 2.117 2.143 -1.159 0.01
H 2.862 2.907 -0.963 0.00
H 2.955 2.445 1.679 0.00
H 1.112 2.560 -1.107 0.00
H 1.238 1.974 1.886 0.01
H 3.982 -0.352 -1.123 0.00
H 2.239 1.712 -2.155 0.00
C 2.249 1.621 1.679 0.02
H 4.648 0.880 -0.049 0.00
H 2.497 0.871 2.432 -0.01
H 4.058 -0.674 0.562 0.00
P -1.305 -1.958 -0.247 -0.09
C -1.024 -3.738 -0.579 0.00
C -2.280 -1.908 1.288 0.02
H -2.616 -0.350 -1.432 0.00
H -3.382 -1.966 -1.502 0.00
H -1.953 -1.562 -2.517 0.00
C -2.447 -1.419 -1.554 0.01
H -2.403 -0.862 1.571 0.01
H -3.243 -2.386 1.143 0.00
H -1.951 -4.264 -0.613 0.00
H -0.377 -4.130 0.184 0.00
H -1.696 -2.394 2.072 -0.01
H -0.490 -3.839 -1.505 0.00
C 1.732 -2.165 -0.575 -0.11
O 2.461 -3.126 -0.870 0.17
F -0.963 1.468 -2.148 -0.01
C -1.319 1.783 -0.841 -0.03
C -0.869 1.090 0.232 -0.14
C -1.257 1.452 1.453 0.03
F -0.794 0.737 2.593 -0.01
C -2.084 2.479 1.739 -0.01
F -2.480 2.849 2.998 0.00
C -2.549 3.201 0.584 0.02
F -3.409 4.278 0.788 0.00
C -2.179 2.869 -0.715 -0.01
F -2.644 3.584 -1.806 0.00

=====

(5)
66
Properties=species:S:1:pos:R:3:lowdin_charge:R:1 method="wB97M-V/def2-TZVPD" relative_energy_kj_mol=0.0 charge=-1 multiplicity=1 lumo_ha=0.05399
K -4.383 8.984 5.000 0.76
C -1.130 7.394 8.470 -0.63
F -0.212 8.322 8.849 0.09
F -0.529 6.200 8.440 0.13
F -2.114 7.374 9.388 0.11
S -1.729 7.948 6.772 0.46
O -2.706 6.933 6.391 -0.36
O -2.341 9.276 6.965 -0.40
O -0.570 7.974 5.900 -0.30
C -8.072 10.590 11.500 -0.10
C -7.284 10.444 10.206 -0.23
C -6.508 11.737 9.861 -0.11
N -5.544 11.556 8.711 -0.23
C -6.196 10.785 7.614 0.02
C -5.035 12.969 8.321 -0.06
C -3.618 13.070 8.867 -0.14
C -3.449 11.919 9.842 -0.15
C -4.260 10.854 9.155 -0.09
H -8.757 9.744 11.602 0.08
H -8.646 11.508 11.614 0.08
H -7.475 10.436 12.406 0.08
H -8.047 10.350 9.428 0.11
H -6.675 9.546 10.152 0.11
H -5.950 11.956 10.770 0.13
H -7.208 12.506 9.550 0.13
H -7.176 11.212 7.435 0.12
H -6.257 9.739 7.897 0.09
H -5.514 10.871 6.788 0.07
H -4.972 12.979 7.233 0.09
H -5.711 13.711 8.727 0.12
H -2.841 13.094 8.107 0.11
H -3.532 14.005 9.428 0.12
H -2.398 11.674 10.008 0.13
H -3.728 12.055 10.893 0.11
H -3.738 10.623 8.221 0.11
H -4.467 9.929 9.687 0.14
C -6.736 6.495 7.747 -0.68
F -5.423 6.463 7.774 0.16
F -7.223 5.467 8.408 0.16
F -7.184 7.616 8.317 0.11
S -7.357 6.430 5.939 0.67
O -6.557 5.398 5.331 -0.28
O -8.753 6.078 6.045 -0.29
N -6.918 8.011 5.369 -0.37
S -8.249 8.520 4.778 0.52
O -8.654 7.805 3.572 -0.30
O -9.279 8.800 5.754 -0.31
C -7.794 10.188 4.013 -0.64
F -7.245 11.028 4.919 0.09
F -6.818 9.977 3.105 0.10
F -8.849 10.697 3.421 0.17
C -4.900 13.709 3.933 -0.69
F -5.875 13.257 4.734 0.10
F -5.220 13.340 2.721 0.17
F -4.828 15.006 4.059 0.18
S -3.297 12.875 4.518 0.69
O -2.201 13.729 4.150 -0.27
O -3.473 12.729 5.958 -0.34
N -3.323 11.295 3.847 -0.35
S -2.453 11.401 2.564 0.54
O -2.849 12.445 1.647 -0.30
O -1.044 11.264 2.843 -0.28
C -2.940 9.765 1.704 -0.68
F -2.132 9.640 0.666 0.15
F -2.848 8.731 2.540 0.11
F -4.179 9.802 1.235 0.14

=====

(6)
38
Properties=species:S:1:pos:R:3:lowdin_charge:R:1 method="wB97M-V/def2-TZVPD" relative_energy_kj_mol=36.3 multiplicity=1 lumo_ha=0.01926
O 1.514 2.451 -1.336 0.05
C 0.949 2.136 -0.304 -0.45
C -0.435 1.493 -0.332 -0.09
C -0.561 0.688 -1.625 -0.22
N 0.370 -0.421 -1.586 -0.11
S 0.126 -1.694 -0.553 0.65
O 1.063 -2.702 -0.948 -0.28
O 0.163 -1.213 0.800 -0.30
C -1.540 -2.248 -0.912 -0.28
C -1.744 -3.076 -1.998 -0.06
C -3.034 -3.468 -2.316 -0.07
C -4.099 -3.020 -1.550 -0.07
C -3.883 -2.191 -0.461 -0.07
C -2.593 -1.800 -0.138 -0.07
N 1.509 2.368 0.904 -0.05
C 0.995 2.026 2.212 -0.11
C 1.811 0.858 2.783 -0.18
O 3.181 1.190 2.841 -0.13
C 3.680 1.525 1.566 -0.18
C 2.918 2.714 0.970 -0.11
H -1.198 2.274 -0.304 0.13
H -0.563 0.814 0.505 0.07
H -1.596 0.337 -1.756 0.11
H -0.286 1.326 -2.467 0.13
H 0.708 -0.738 -2.478 0.12
H -0.890 -3.414 -2.563 0.11
H -3.208 -4.120 -3.159 0.11
H -5.105 -3.325 -1.800 0.11
H -4.715 -1.850 0.136 0.11
H -2.385 -1.169 0.711 0.11
H -0.060 1.770 2.178 0.12
H 1.124 2.904 2.857 0.13
H 1.508 0.641 3.808 0.13
H 1.649 -0.031 2.156 0.11
H 4.734 1.770 1.705 0.13
H 3.587 0.664 0.887 0.13
H 3.265 2.933 -0.040 0.12
H 3.042 3.595 1.607 0.13